No. 1
A molecular structure, C64H150BBeN10O28. Source: the OMol25 dataset; level of theory: ωB97M-V/def2-TZVPD.

Element x y z (Å)
H  12.30715  14.46980  4.62268
O  -3.10316  16.71415  9.87327
C  2.66356  17.01206  2.22703
H  0.38017  21.92885  6.23865
C  1.76837  8.76657  2.82747
H  -0.25629  18.06168  8.67602
C  9.07296  15.41543  -0.26218
N  0.03058  18.38262  -4.00175
C  -0.17987  16.20515  -2.80427
C  0.31474  15.72897  5.86032
C  -0.00171  18.95498  0.33616
H  10.53246  21.91174  -0.23992
O  -0.41123  19.66958  7.41509
H  -3.57030  18.30158  11.22321
H  4.31985  17.41842  -5.49379
H  10.44019  20.61904  -1.37973
H  11.74503  8.44522  5.56873
B  4.61539  15.83780  1.84428
H  9.50386  15.52162  -4.77494
C  -2.63346  15.03754  8.18981
C  1.99145  11.89633  0.68465
C  -1.17316  20.80955  6.98981
H  8.85385  18.71825  -0.77518
N  0.70579  12.45746  1.05864
H  1.84052  24.42346  2.10898
C  -4.00747  17.59585  10.51686
H  8.92084  11.88050  1.72589
H  -0.20131  19.68119  5.20841
C  1.74839  22.04116  -4.08497
H  0.93868  22.36791  -4.73744
H  -0.84162  19.59495  9.43386
H  10.20404  22.57115  -2.91396
H  -0.86779  19.28031  -1.29468
O  0.96326  16.52603  6.85778
H  3.36324  10.42373  1.27729
C  11.24460  14.66497  4.47772
H  -3.11411  17.16765  2.07041
H  1.90893  15.34538  11.98641
H  11.57477  8.79615  3.54188
C  9.05458  20.35496  0.35396
C  0.30968  13.84850  13.34484
H  3.61324  20.27610  6.06359
C  0.93502  15.35444  10.10871
C  7.08075  17.76679  5.23304
H  8.16102  11.93138  3.32791
H  4.20209  15.30511  7.82888
O  0.04444  14.44396  12.09431
H  -4.20333  17.35942  0.63815
O  4.62586  14.53402  1.16073
O  -2.28353  18.15620  0.41702
H  -1.07382  21.25308  -0.66825
Be  2.11756  18.81333  -2.48429
H  -4.39222  18.23136  9.71924
C  -3.63591  15.96727  8.77451
H  2.74541  12.63962  0.42549
H  1.82173  11.37115  -0.25529
H  9.44792  14.66187  0.43041
C  -0.77867  14.87042  6.56815
C  4.08984  18.48161  -5.56324
H  3.49958  13.95463  4.58079
H  1.99164  18.24899  7.09581
H  12.55338  17.89672  -4.70649
C  6.57991  14.67808  2.36382
H  -0.92489  14.39924  1.53165
H  0.18760  16.46071  -4.97576
H  -2.97703  14.37115  3.21929
C  -0.03679  21.01360  -0.90341
H  13.12511  17.46056  -0.22075
H  4.66547  13.62091  7.95735
H  0.84783  23.01007  3.80329
O  5.87952  15.78455  2.60584
H  2.23597  15.45984  -0.66751
H  9.79625  23.88468  -1.73235
C  -0.51859  21.46102  5.83682
H  1.09732  20.07456  3.26372
H  -2.18161  20.58341  6.64338
C  9.63759  8.42356  7.25857
H  9.60669  7.86846  5.17360
O  5.88357  12.61490  1.16499
H  1.78424  9.19116  3.83125
O  3.42335  16.08438  2.71230
H  -1.13124  18.67477  2.06988
H  -1.13771  16.32233  7.78126
H  11.44893  15.48251  -0.65987
H  -0.48145  21.64765  -2.99089
H  -3.71698  18.75535  1.61322
H  11.24838  11.29646  2.91347
H  4.67168  21.61845  6.09419
H  0.46259  20.06172  -5.11967
H  -1.37297  16.91119  -4.50404
C  7.44197  18.57637  0.55329
H  5.49921  18.72683  4.20851
H  8.93085  6.16711  8.50889
N  8.22944  19.39528  -0.36065
H  8.04377  17.99192  1.24923
C  12.28175  16.95525  -4.22906
H  12.68023  16.25865  -4.96667
C  12.08003  17.54776  -0.51793
H  10.97762  14.41615  3.45064
H  11.48285  16.16714  0.97070
C  11.22013  16.36864  -0.06780
H  0.75051  19.38166  0.99965
H  -0.39202  18.92596  -6.03442
H  -2.89174  12.87202  2.32660
H  6.90486  16.77249  4.82251
H  -0.34706  14.13387  7.24586
C  -2.50897  13.38682  3.20783
C  -0.33340  17.01008  -4.19163
H  8.04070  15.68887  -0.04360
H  10.60816  5.72570  8.83402
H  4.34808  15.24156  5.49569
H  1.82813  15.75699  8.27550
H  0.49556  21.38074  -0.02597
H  4.22615  20.40792  1.87922
C  0.93566  13.50419  2.10926
H  10.15497  15.44399  -3.10454
H  -0.14363  15.17815  2.93399
C  12.78218  16.83795  -2.80726
C  8.49025  11.27434  2.52293
C  2.42450  10.81769  1.66674
N  0.06226  19.53373  -0.99320
H  9.43206  16.31441  3.31139
O  10.32794  7.26853  7.55367
H  10.70084  13.94820  5.09308
O  9.41131  10.29211  2.98344
C  -3.39026  17.79231  1.22091
C  0.29365  21.74515  -2.23075
H  0.20809  17.88837  0.25613
H  4.34394  20.77176  4.60816
H  -0.52172  13.91074  14.04697
C  0.88917  20.91268  3.92881
H  -1.87013  18.59952  8.43790
H  12.62593  9.96157  4.29719
O  -1.04996  13.35015  3.31303
N  11.19644  9.29318  5.55913
H  10.22356  18.47896  4.13134
H  11.71727  18.48225  -0.08987
H  9.75757  18.02946  5.76380
O  10.99650  16.00381  4.72123
H  1.09339  14.35643  13.90691
N  12.02628  17.79382  -2.00000
O  1.44697  9.75462  1.83568
H  -0.10115  22.26856  2.50851
O  1.56730  17.33748  2.63600
N  -1.73842  15.70848  7.24982
C  4.91749  21.13469  1.45265
C  5.69014  13.76275  1.53897
C  10.40062  15.57855  -4.15793
C  0.41012  18.98785  -5.29900
C  -1.37150  18.98468  1.05287
H  -0.13806  16.39782  5.12841
H  9.09099  14.74887  -1.12443
C  1.77758  17.55706  6.28124
H  0.85492  14.53218  -1.24162
H  4.39163  18.90917  -6.51938
C  1.72723  18.52297  -5.96929
O  1.00989  16.51136  -2.02518
O  7.68067  14.40212  2.85740
H  5.38812  21.69993  2.25709
C  9.48553  17.92693  4.71330
H  -2.95066  12.78036  3.99853
H  2.15447  22.99431  -3.74632
C  9.66029  16.42917  4.37104
H  5.70814  18.74617  1.81094
H  10.99454  14.76797  -4.58022
H  -1.33109  14.37875  5.76741
C  4.56672  20.62218  5.66461
C  9.86304  8.74058  5.77510
H  2.48480  21.43155  -4.60860
C  6.44964  19.42020  1.38202
H  13.80755  17.20289  -2.74769
O  2.80012  18.73125  -5.07854
H  -1.10546  16.44886  -2.28276
O  3.16294  14.02425  6.64271
H  -4.82950  16.98805  10.89494
H  7.26186  17.57553  6.29074
C  11.58213  9.66158  4.20449
C  1.19500  15.53469  -0.98198
H  -0.10847  15.18208  -3.17352
H  -2.15525  14.43033  8.95838
H  1.18296  7.84725  2.81121
H  -1.15852  22.22628  5.39756
H  2.68428  11.27029  2.62370
H  3.16711  23.62467  1.27719
H  1.72355  20.93701  4.62975
C  5.73593  18.52776  5.25371
O  4.50282  16.88947  0.84194
H  1.84639  19.14261  -6.85808
C  9.82921  21.22440  -0.71014
H  4.31100  21.78528  0.82257
H  0.48323  22.79914  -2.02762
C  -0.84923  18.96661  8.54323
H  1.69136  14.21404  1.77291
H  0.18303  14.67234  9.71204
O  5.71479  19.79028  5.86079
H  1.59793  23.61618  0.60594
O  2.88341  18.42524  0.25017
H  9.94379  9.28524  7.85174
C  2.85098  14.17338  9.04939
H  -4.50761  15.46615  9.19535
C  0.81571  22.18477  3.09199
H  1.36149  13.10223  3.02861
N  -0.32706  20.54430  4.69915
N  2.14127  15.41931  9.17440
H  -0.75431  18.90787  -3.64376
C  3.34020  17.53966  0.96890
H  0.47159  16.33731  10.19415
H  -3.15031  14.32497  7.54700
H  7.58426  10.74370  2.23020
O  10.89211  16.89473  -4.38860
H  0.57947  12.79771  13.23917
C  2.11894  23.52452  1.55897
C  9.92268  6.56576  8.72208
H  8.89145  15.85467  4.88769
C  1.19937  14.74276  11.41940
C  10.63227  10.74538  3.62397
H  6.83322  19.78929  2.33320
C  4.01470  14.20388  5.50848
C  3.80894  14.28930  7.86950
H  0.62715  15.84647  -0.10537
H  3.33636  13.92922  9.99431
O  8.84405  22.01817  -1.44867
H  4.76847  18.97608  -4.86821
H  -3.98756  16.57001  7.93716
H  4.90453  17.92957  5.62659
O  9.82637  16.64148  -0.25579
H  -1.20111  21.45792  7.86555
H  1.00217  15.11094  5.28275
H  8.73488  23.39088  -3.02499
H  8.57557  8.25086  7.43286
H  9.74648  19.86090  1.03609
H  0.26296  11.73154  1.60366
H  9.94668  7.12921  9.65483
H  6.90163  17.81700  -0.01194
H  1.65032  17.45422  -6.16923
O  1.46049  21.22587  -2.90991
N  8.13170  18.44683  4.52884
H  11.06898  17.71576  -2.31240
H  8.17883  19.31498  5.04286
C  -0.36618  14.22644  2.45147
H  4.90012  13.56850  5.52882
H  2.18980  13.32525  8.87164
O  5.86777  20.44990  0.60741
H  2.80939  8.46010  2.72535
H  9.12886  9.48619  5.46989
C  9.43577  23.01399  -2.28012
H  12.63283  15.83418  -2.40948
H  1.29679  18.10465  5.47063
H  8.52263  21.04256  1.01147
H  10.36563  11.46993  4.39341
H  2.66279  17.03017  5.92503
O  1.97927  22.30908  2.26676
H  -1.79294  19.97485  1.22623
H  1.83700  13.86155  11.34889

Computed properties:
Gap between HOMO and LUMO (spin up / spin down) in eV: 3.174 / 2.804
Net charge: +2
2S+1: 2
Total energy in eV: -142080.030

=====

No. 2
C11H9N3 in the gas phase. Source: the OMol25 dataset; level of theory: ωB97M-V/def2-TZVPD.

Element x y z (Å)
C  2.98989  -0.40899  -0.41766
C  -1.84486  -1.18234  0.52669
C  -1.64060  0.08391  -1.55377
H  3.40080  1.43534  -1.56675
H  -2.12039  -2.20544  0.95200
N  -1.35149  3.45291  1.33642
C  2.16263  -1.08179  0.44305
H  2.37558  -2.01921  0.88620
C  1.43964  1.39943  -0.52094
C  -1.10361  2.40382  0.92628
H  3.73017  -0.99979  -0.82977
H  -1.91173  0.06004  -2.61770
H  -1.45313  -0.11216  2.39244
C  -0.85215  1.04495  0.61236
C  0.57783  0.63440  0.28203
H  -1.96756  -2.06973  -1.56952
C  2.64276  0.86639  -0.88710
N  -1.28265  1.20904  -1.08868
N  1.00569  -0.51207  0.84207
H  -2.67908  0.40936  1.53289
C  -1.76251  -1.16167  -0.83089
C  -1.71775  0.07063  1.30701
H  1.27116  2.46375  -0.71748

Computed properties:
Gap between HOMO and LUMO in eV: 9.520
ΔE to the lowest compared entry with this formula, charge and spin in kcal per mole: 51.4
Total energy in eV: -16020.063

=====

No. 3
C5H9NO in the gas phase. Source: the OMol25 dataset; level of theory: ωB97M-V/def2-TZVPD.

Element x y z (Å)
H  -1.99448  0.69622  0.51321
H  -0.88314  -1.96582  1.51408
C  0.52327  -0.28506  1.56967
H  -0.08791  1.48387  -2.49273
H  0.82014  -2.35590  1.27286
C  0.48763  0.90782  -1.76530
N  -0.20681  0.83591  -0.47549
H  -1.94468  -0.04063  -1.22251
H  1.46762  1.35565  -1.59703
C  -1.46485  0.47851  -0.40159
H  -0.12888  -1.65765  -0.06158
C  0.03634  -1.63592  1.02189
H  1.16511  1.69709  0.88679
H  0.63661  -0.11565  -2.13028
C  0.49994  0.86308  0.70170
O  1.07409  -0.26153  2.66630

Computed properties:
Gap between HOMO and LUMO (spin up / spin down) in eV: 7.648 / 7.650
ΔE to the lowest compared entry with this formula, charge and spin in kcal per mole: 73.1
Total energy in eV: -8866.044